Computed, not measured: a molecular structure, C7H9NOS, with ωB97M-V/def2-TZVPD.

The calculation puts the energy above the lowest of the compared OMol25 structures with the same formula, charge and spin at 100.15 kcal/mol. The total energy comes out at -800.12456 Eh. The gap between HOMO and LUMO (spin up / spin down) is 7.4625 / 6.0451 eV. The value obtained for the LUMO energy (spin up / spin down) is 0.288 / -0.931 eV.

Structure (ORCA input):
```
! RIJCOSX wB97M-V def2-TZVPD def2/J DEFGRID3
* xyz 0 1
C -2.0105 -1.7455 0.1642
C -1.0171 -0.8831 -0.2730
C -2.4321 0.9400 -0.0879
C -2.7289 2.2438 -0.0936
C 1.3340 -0.7761 -0.1273
C 1.7500 0.6168 0.1581
C 2.3069 -1.9098 0.1573
N -1.1947 0.4822 -0.4474
O 0.1940 -1.3590 -0.2889
S -3.3277 -0.5540 0.3917
H -3.6727 2.6655 0.1760
H -1.9606 2.9449 -0.3945
H 2.7727 0.5619 0.5255
H 1.7509 1.2490 -0.7303
H 1.1343 1.0807 0.9307
H 2.5645 -1.9295 1.2177
H 1.7905 -2.8468 -0.0574
H 3.2222 -1.8747 -0.4235
H -0.4758 1.0937 -0.7973
*
```

=====

Computed, not measured: 15 unconnected molecules or ions with the total composition C3H37N2O14, with ωB97M-V/def2-TZVPD.

The calculation puts the energy above the lowest of the compared OMol25 structures with the same formula, charge and spin at 147.14 kcal/mol. The total energy comes out at -1299.04107 Eh. The gap between HOMO and LUMO is 8.2202 eV. The value obtained for the LUMO energy is -2.747 eV.

Structure (ORCA input):
```
! RIJCOSX wB97M-V def2-TZVPD def2/J DEFGRID3
* xyz 1 1
C 2.6746 1.4733 2.5948
C 1.8266 1.0877 1.3678
C 2.6263 0.8617 0.2464
N 1.8394 0.6440 -1.0194
N 0.3338 1.0711 1.3882
H 2.6200 2.5504 2.6726
H 3.6828 1.2870 2.5293
H 2.2958 1.2391 3.5972
H 3.7145 0.6293 0.1967
H 2.4481 0.2570 -1.7379
H 1.3502 1.4792 -1.4709
H 1.1275 -0.1418 -0.8705
H 0.0239 1.2882 2.3491
H -0.1307 1.5490 0.6167
H -0.2882 2.9694 -2.0098
H -1.3408 1.9972 -1.2052
O -0.3821 2.3596 -1.2702
H -1.3723 2.8248 0.9044
H -0.5164 4.1194 0.9669
O -0.9426 3.4689 1.5561
H -3.6123 4.1451 0.2029
H -4.0327 2.8815 1.1161
O -3.4717 3.2992 0.3000
H -0.6357 -0.4144 5.0140
H -1.7763 -0.3107 4.1237
O -1.0060 0.3091 4.4398
H 0.7433 -4.7722 0.8030
H 0.3026 -4.2540 2.1238
O 0.1585 -4.0249 1.1675
H 0.2379 0.2981 -3.9796
H 1.6732 0.5881 -4.5531
O 1.2127 0.0982 -3.8952
H 1.4967 -3.3797 -3.0318
H 0.5464 -2.2952 -3.5758
O 0.9219 -2.6105 -2.7570
H -2.7499 -1.9982 2.6597
H -1.7319 -2.1359 1.4366
O -1.8543 -1.6520 2.3336
H -1.3295 -0.7939 -3.1072
H -2.2582 -0.4141 -4.1793
O -1.3670 -0.4279 -3.9126
H -2.4490 -0.5221 -0.5761
H -2.8714 0.7321 0.0451
O -2.2773 0.3560 -0.4475
H -1.5845 -3.9257 0.2509
H -1.0940 -2.8543 -0.8347
O -1.9469 -3.1039 -0.2067
H -2.9668 1.4783 2.9427
H -1.9767 0.9247 1.9657
O -2.7928 1.4380 2.0170
H 1.8715 -2.5101 0.2060
H 2.0384 -2.0802 -1.1538
O 2.4701 -2.0461 -0.3471
H 3.0809 -1.0578 -3.3129
H 3.8735 -1.3746 -2.0371
O 3.5670 -0.6044 -2.6432
*
```

=====

Computed, not measured: a molecular structure, C4H10NS2, with ωB97M-V/def2-TZVPD.

The calculation puts the energy above the lowest of the compared OMol25 structures with the same formula, charge and spin at 45.92 kcal/mol. The total energy comes out at -1009.19285 Eh. The gap between HOMO and LUMO is 8.7158 eV. The value obtained for the LUMO energy is -4.571 eV.

Structure (ORCA input):
```
! RIJCOSX wB97M-V def2-TZVPD def2/J DEFGRID3
* xyz 1 1
C 0.7138 0.9089 0.3382
C -1.3838 -0.7101 0.8836
C 1.9655 0.2593 0.7844
C -0.5484 -0.4198 -0.3510
N -1.2599 0.4279 -1.3563
S 0.1485 2.4143 0.1908
S 2.8853 -0.2179 -0.7866
H -1.6001 0.1828 1.4253
H -1.0278 -1.4552 1.4456
H -2.2622 -1.0146 0.4412
H 2.6545 1.0261 1.4129
H 1.6126 -0.5152 1.4096
H -0.0862 -1.2727 -0.7908
H -2.3385 0.3998 -1.1621
H -1.2594 0.0652 -2.2677
H -1.0332 1.4452 -1.1070
H 2.8191 -1.5240 -0.5100
*
```

=====

Computed, not measured: a molecular structure, C31H20Cl5N2NiO4P, with ωB97M-V/def2-TZVPD.

The calculation puts the energy above the lowest of the compared OMol25 structures with the same formula, charge and spin at 14.86 kcal/mol. The total energy comes out at -5754.26127 Eh. The gap between HOMO and LUMO (spin up / spin down) is 6.5732 / 7.8023 eV. The value obtained for the LUMO energy (spin up / spin down) is -0.772 / -0.773 eV.

Structure (ORCA input):
```
! RIJCOSX wB97M-V def2-TZVPD def2/J DEFGRID3
* xyz 0 3
Ni -0.0263 0.2506 -1.6553
N -0.3473 -1.8882 -1.9576
C 0.0236 -2.7186 -0.8378
C -0.4692 -3.9965 -0.6126
C 0.1306 -4.8036 0.4026
C 1.0093 -4.1995 1.2861
C 1.5460 -2.9613 1.0491
C 0.9916 -2.1759 0.0339
P 1.2887 -0.3888 0.0894
C 3.0274 -0.1256 0.5047
C 3.9854 -1.0862 0.1427
C 5.3368 -0.7029 -0.0682
C 5.7784 0.5634 0.2857
C 4.8778 1.4213 0.8743
C 3.5299 1.1378 0.9171
C 0.3634 0.4219 1.3381
C -0.5687 -0.3924 2.0631
C -1.4991 0.1847 2.9367
C -1.5973 1.5656 3.0465
C -0.6080 2.3730 2.5088
C 0.3377 1.8226 1.6366
H -1.3501 -1.9458 -2.0523
H 0.1287 -2.1047 -2.8067
H -1.2266 -4.4315 -1.2515
H -0.1029 -5.8193 0.5062
H 1.4420 -4.7396 2.1928
H 2.1980 -2.5110 1.7366
H 3.6495 -2.0975 0.0449
H 6.0714 -1.4256 -0.4519
H 6.8807 0.8318 0.2940
H 5.1694 2.4332 1.1158
H 2.8800 1.8877 1.4453
H -0.6393 -1.4527 1.8794
H -2.1403 -0.5305 3.4552
H -2.4008 2.0584 3.5785
H -0.6807 3.4680 2.7367
H 1.1326 2.4236 1.2072
Cl -0.2132 2.4835 -2.3034
C 1.4073 1.9191 -2.6500
C 1.5317 0.5149 -2.5267
C 2.6358 -0.1161 -3.0602
Cl 2.7822 -1.7913 -3.3784
C 3.6645 0.7860 -3.4131
Cl 5.2530 0.1606 -3.5873
C 3.5865 2.1886 -3.5485
Cl 4.8027 3.2041 -4.2349
C 2.3341 2.7768 -3.1091
Cl 2.1098 4.4800 -3.2298
O -2.9921 -1.6217 -1.2444
C -2.8457 -0.4626 -0.7788
O -1.8072 0.2814 -0.7509
C -4.0888 0.0886 -0.1384
C -5.1807 -0.8081 0.0753
C -6.3267 -0.3358 0.6808
C -6.4060 1.0346 1.0910
C -5.2961 1.8637 0.9120
C -4.1368 1.4151 0.2994
N -5.3550 3.1896 1.5479
O -6.3270 3.4385 2.3310
O -4.4042 4.0333 1.2656
H -4.9914 -1.7613 -0.3861
H -7.1919 -1.0039 0.8673
H -7.2972 1.5414 1.5999
H -3.3698 2.1552 0.0560
*
```

=====

Computed, not measured: a molecular structure, C36H44BBrMnN7PS2, with ωB97M-V/def2-TZVPD.

The calculation puts the energy above the lowest of the compared OMol25 structures with the same formula, charge and spin at 0.00 kcal/mol. The total energy comes out at -6669.10660 Eh. The gap between HOMO and LUMO (spin up / spin down) is 5.7725 / 7.4911 eV. The value obtained for the LUMO energy (spin up / spin down) is -5.173 / -3.469 eV.

Structure (ORCA input):
```
! RIJCOSX wB97M-V def2-TZVPD def2/J DEFGRID3
* xyz 1 5
Mn -0.3418 0.3417 -1.0597
C -1.5646 2.0761 2.3940
C -2.8898 1.3901 2.1020
C -2.9627 -0.0390 2.6434
C -3.2532 1.4305 0.6469
C -4.5273 1.7876 0.1968
C -4.4839 1.6475 -1.1687
N -3.2530 1.2539 -1.5035
N -2.4649 1.1142 -0.4018
B -2.7687 0.8695 -2.8849
N -1.5501 1.7322 -3.2849
C -1.4886 2.6286 -4.2727
C -0.1641 2.8546 -4.5766
C 0.5598 2.0176 -3.7251
N -0.2943 1.3611 -2.9210
C 2.0365 1.7614 -3.8223
C 2.8709 2.8319 -3.1169
C 2.3781 0.3321 -3.4210
N -2.3135 -0.6093 -2.9142
C -2.8521 -1.5629 -3.6728
C -2.1378 -2.7249 -3.4953
C -1.1265 -2.4120 -2.5887
N -1.2588 -1.1206 -2.2107
C -0.0727 -3.4077 -2.1800
C -0.4586 -4.1430 -0.8916
C 1.3529 -2.8540 -2.1869
H -1.3456 2.0581 3.4613
H -1.5849 3.1183 2.0654
H -0.7393 1.5709 1.8946
H -3.6786 1.9613 2.5989
H -2.2959 -0.7004 2.0940
H -3.9770 -0.4311 2.5542
H -2.6779 -0.0636 3.6959
H -5.3611 2.0875 0.8072
H -5.2337 1.7995 -1.9270
H -3.6466 1.0239 -3.6811
H -2.3918 3.0095 -4.7193
H 0.2353 3.4821 -5.3546
H 2.2544 1.8527 -4.8903
H 2.7209 2.8209 -2.0395
H 2.6066 3.8257 -3.4798
H 3.9316 2.6705 -3.3110
H 3.4567 0.1736 -3.4216
H 1.9203 -0.3802 -4.1082
H 2.0250 0.0962 -2.4166
H -3.6965 -1.3402 -4.3030
H -2.2922 -3.6732 -3.9795
H -0.1133 -4.1540 -2.9776
H -0.4944 -3.4662 -0.0408
H 0.2647 -4.9328 -0.6818
H -1.4421 -4.6027 -0.9942
H 1.4510 -1.9268 -1.6266
H 1.6907 -2.6705 -3.2076
H 2.0372 -3.5716 -1.7336
C -0.1120 5.4168 0.2384
C 0.7394 4.1829 0.1828
C 2.0599 4.1605 0.6281
C 2.7906 2.9953 0.5642
C 2.1892 1.8489 0.0673
Br 3.2591 0.3219 -0.1196
N 0.9211 1.8386 -0.3426
C 0.2256 2.9970 -0.2933
H 0.4992 6.3157 0.1791
H -0.6678 5.4529 1.1774
H -0.8336 5.4353 -0.5773
H 2.5177 5.0621 1.0160
H 3.8183 2.9494 0.8905
H -0.7969 2.9521 -0.6485
S 1.7363 0.9420 3.1512
P 1.1330 -0.8079 2.5662
S 0.0407 -1.0269 0.7498
C -0.0153 -1.5956 3.7286
C -0.1478 -1.0421 4.9974
C -0.9752 -1.6484 5.9328
C -1.6693 -2.8019 5.6038
C -1.5312 -3.3608 4.3391
C -0.7026 -2.7642 3.4050
C 2.4838 -2.0128 2.3867
C 3.6409 -1.8007 3.1303
C 4.6766 -2.7219 3.0762
C 4.5630 -3.8538 2.2830
C 3.4065 -4.0704 1.5458
C 2.3677 -3.1545 1.5989
H 0.3862 -0.1335 5.2421
H -1.0777 -1.2147 6.9187
H -2.3166 -3.2705 6.3334
H -2.0690 -4.2637 4.0818
H -0.6003 -3.2097 2.4233
H 3.7334 -0.9082 3.7354
H 5.5752 -2.5513 3.6541
H 5.3744 -4.5683 2.2399
H 3.3133 -4.9556 0.9297
H 1.4694 -3.3286 1.0223
*
```

=====

Computed, not measured: 9 unconnected molecules or ions with the total composition C15H48O15, with ωB97M-V/def2-TZVPD.

The calculation puts the energy above the lowest of the compared OMol25 structures with the same formula, charge and spin at 32.39 kcal/mol. The total energy comes out at -1728.71380 Eh. The gap between HOMO and LUMO is 10.0097 eV. The value obtained for the LUMO energy is 0.251 eV. As for the SMILES: OCCO.OCCO.OCCO.OCCO.OCCO.OCCO.CO.CO.CO.

Structure (ORCA input):
```
! RIJCOSX wB97M-V def2-TZVPD def2/J DEFGRID3
* xyz 0 1
O 0.2512 2.8730 -2.1280
C 1.6483 3.1431 -2.2235
C 2.1234 4.3547 -1.3439
O 1.8636 5.5605 -2.0551
H -0.1560 3.7045 -2.3817
H 2.1589 2.2642 -1.8297
H 1.9888 3.2881 -3.2488
H 3.2068 4.2351 -1.3382
H 1.7775 4.2612 -0.3144
H 2.5840 6.1414 -1.8000
O 2.9979 -0.1208 0.4007
C 3.6662 -0.6230 -0.7637
C 5.1537 -0.7012 -0.6708
O 5.8317 0.5415 -0.7899
H 2.0547 -0.2452 0.2723
H 3.3093 -1.6387 -0.9341
H 3.3472 0.0065 -1.5945
H 5.5251 -1.3541 -1.4607
H 5.4164 -1.2574 0.2291
H 5.2980 1.0797 -1.3790
O -2.0648 6.0881 1.2051
C -0.9142 5.4069 0.7053
C -1.1064 3.9037 0.8278
O -2.2072 3.4306 0.0768
H -2.8622 5.7418 0.7978
H -0.7591 5.5375 -0.3657
H -0.0131 5.7378 1.2216
H -1.2671 3.5517 1.8468
H -0.1891 3.3996 0.5237
H -2.2366 2.4715 0.0457
O -0.5069 -5.0938 0.5199
C 0.1480 -4.9422 -0.7467
C 1.4603 -5.6825 -0.9031
O 2.4991 -4.9878 -0.1946
H 0.1428 -5.1384 1.2252
H -0.5217 -5.4417 -1.4468
H 0.1845 -3.8868 -1.0168
H 1.7908 -5.7173 -1.9412
H 1.4554 -6.7071 -0.5313
H 2.1760 -4.9393 0.7081
O -4.5385 4.8920 0.2474
C -5.3047 4.3136 1.2909
C -5.7237 2.8565 0.8613
O -4.6640 1.8940 0.9339
H -3.8182 4.2601 0.1881
H -4.7836 4.4015 2.2442
H -6.2046 4.9176 1.4075
H -6.1403 2.9163 -0.1442
H -6.6023 2.4335 1.3483
H -5.0705 1.0937 1.2745
O 0.6938 -0.7171 -0.5865
C -0.6271 -1.1700 -0.2295
C -1.4508 0.1357 -0.0482
O -1.4463 0.8449 -1.2481
H 0.7314 -0.9095 -1.5263
H -1.0331 -1.8174 -1.0068
H -0.6982 -1.7919 0.6629
H -1.0355 0.7769 0.7293
H -2.5004 0.0127 0.2187
H -0.6073 1.2806 -1.4150
C 1.8808 -3.6983 2.7890
O 1.3866 -4.9094 2.3023
H 1.7041 -2.9645 2.0026
H 1.3425 -3.4137 3.6931
H 2.9498 -3.6593 2.9983
H 1.6233 -5.5634 2.9641
C 0.8887 -1.4438 -4.1075
O 0.7106 -2.3349 -2.9975
H 1.9219 -1.1308 -4.2582
H 0.6264 -2.0286 -4.9892
H 0.2185 -0.6039 -3.9242
H 0.2941 -3.1479 -3.2927
C -1.4952 -3.9621 3.7768
O -2.0173 -3.4749 5.0054
H -0.5620 -4.5238 3.8190
H -2.2395 -4.5958 3.2946
H -1.2791 -3.1906 3.0378
H -2.3856 -4.2234 5.4805
*
```